# 1
This record from the Open Molecules 2025 dataset describes a 2-piece molecular cluster, C3H9NS2 overall. The level of theory is wB97M-V/def2-TZVPD.

Geometry as XYZ:
```
15
Properties=species:S:1:pos:R:3:forces:R:3
S 2.801443 -0.413461 -1.901358 0.2 0.1 -0.2
S -2.249475 -1.353619 -0.569822 0.6 0.6 -0.2
C -0.956453 -1.307291 0.722286 -0.8 -0.4 -0.2
C 0.280893 -0.625081 0.267377 0.3 0.5 0.6
N -0.012912 0.670304 -0.371999 1.3 -0.9 -0.7
C 0.251895 1.940573 0.250972 -0.2 0.0 0.3
H -1.405091 -1.561880 -1.592407 -0.1 -0.1 -0.1
H -1.446427 -0.767344 1.525070 0.1 0.0 0.3
H -0.756026 -2.327642 1.018888 0.1 -0.2 0.3
H 0.907671 -1.188693 -0.426249 -0.6 -0.2 -0.2
H 0.960128 -0.453029 1.103188 -0.1 0.2 0.4
H 0.542884 0.641011 -1.239938 -0.8 0.2 -0.3
H -0.359914 2.159972 1.120117 -0.3 -0.1 0.0
H 0.151682 2.698733 -0.517699 0.0 0.2 0.2
H 1.289700 1.887447 0.611575 0.1 0.2 -0.1
```
Positions in Å, forces in eV/Å.

Values from the calculation:
**HOMO-LUMO gap (spin up / spin down)**: 5.529 / 7.375 eV
**E_tot**: -970.40064 a.u.
**E_HOMO (spin up / spin down)**: -13.477 / -13.824 eV
**Charge**: +1
**2S+1**: 2

---

# 2
This record from the Open Molecules 2025 dataset describes C39H40BaCl3F3N6OS as an isolated structure. The level of theory is wB97M-V/def2-TZVPD.

Geometry as XYZ:
```
94
Properties=species:S:1:pos:R:3:forces:R:3
Ba -0.238816 -0.298055 -0.101275 0.0 0.6 -0.1
N 1.039747 3.554492 1.588755 0.1 0.2 0.1
C 1.548952 2.459050 2.268805 0.0 0.0 0.0
C 2.392574 2.727106 3.361149 0.0 0.0 -0.1
C 2.905708 1.672432 4.073444 0.0 0.0 0.0
C 2.575011 0.370347 3.701543 -0.1 0.1 0.0
C 1.746250 0.211801 2.615658 0.0 0.0 0.1
N 1.241822 1.227204 1.899998 -0.1 -0.1 -0.1
C 0.170852 3.696015 0.514708 0.0 0.1 0.0
C -0.150990 5.012983 0.147586 0.0 -0.1 0.0
C -0.995439 5.218204 -0.915329 0.0 0.0 0.0
C -1.506230 4.119577 -1.601305 0.0 0.0 0.1
C -1.134564 2.867597 -1.167161 0.0 0.1 0.0
N -0.315970 2.643278 -0.126294 0.0 -0.2 0.0
H 1.335569 4.437407 1.976928 0.0 -0.1 -0.1
H 2.630553 3.747071 3.628730 0.0 0.1 0.0
H 3.561716 1.855442 4.913707 0.0 0.0 0.0
H 2.946868 -0.489380 4.235588 -0.1 0.1 0.0
H 1.450319 -0.784945 2.302337 0.0 -0.1 0.0
H 0.263130 5.846914 0.696334 0.0 0.0 0.0
H -1.254519 6.225086 -1.212401 0.0 0.0 0.0
H -2.165690 4.226972 -2.447468 0.0 0.0 0.0
H -1.494006 1.992766 -1.694048 -0.1 -0.1 -0.1
C -1.462240 -6.238718 3.708432 0.0 0.0 0.0
C -0.850731 -5.175707 2.832837 0.0 -0.1 0.0
C 0.308328 -5.452694 2.116259 0.1 0.0 0.0
C 0.841104 -4.461745 1.297614 0.0 0.0 0.0
C 2.090168 -4.720431 0.497179 0.0 0.0 0.0
C 0.219478 -3.232018 1.232703 0.0 0.1 0.0
C -0.977682 -2.884264 1.939632 0.0 0.1 0.0
C -1.473095 -3.942332 2.750682 0.0 0.0 0.0
N -1.452241 -1.637122 1.734019 0.0 -0.1 0.1
C -2.620843 -0.987678 2.335052 0.1 0.0 0.0
C -3.523287 -0.492904 1.188332 0.1 0.0 0.0
C -3.505247 -1.783239 3.298695 -0.1 0.0 0.0
C -2.109044 0.239263 3.105991 0.0 0.0 0.0
H -0.872412 -7.153703 3.688420 0.0 0.0 0.0
H -2.473358 -6.483044 3.379774 0.0 0.0 0.0
H -1.529165 -5.901860 4.744042 0.0 0.0 0.0
H 0.769928 -6.429960 2.172597 0.0 -0.1 0.0
H 2.285429 -5.788798 0.413461 0.0 0.0 0.0
H 2.964407 -4.265405 0.972508 0.0 0.0 0.0
H 2.007789 -4.315372 -0.513613 0.0 0.0 0.0
H 0.674656 -2.501992 0.564713 0.2 -0.3 0.1
H -2.373734 -3.820754 3.321625 0.0 0.0 0.0
H -3.757600 -1.309980 0.508162 0.0 0.0 0.0
H -3.045830 0.302619 0.604609 0.0 0.0 0.0
H -4.453478 -0.069520 1.569729 0.0 0.0 0.0
H -3.961686 -2.643998 2.813243 0.0 0.0 0.0
H -4.310788 -1.133605 3.646109 0.0 0.0 0.0
H -2.951193 -2.118091 4.173275 0.0 0.0 0.0
H -1.529101 0.899043 2.456178 0.0 0.0 -0.1
H -1.455492 -0.076485 3.920398 0.0 0.0 0.0
H -2.929538 0.826632 3.521530 -0.1 0.0 0.0
F -2.948809 -0.629344 -2.572477 -0.1 0.0 0.0
C -1.561026 -0.631877 -2.555977 -0.1 0.1 -0.1
F -1.267644 0.463108 -3.413543 0.1 0.1 -0.1
F -1.240377 -1.712071 -3.356289 0.0 -0.1 0.0
Cl 9.031610 3.752256 -0.705165 0.0 0.0 0.0
C 8.248366 2.223687 -0.463437 0.0 0.0 0.0
C 8.874221 1.058067 -0.881557 -0.1 0.0 0.1
C 8.237160 -0.149957 -0.668246 0.0 0.0 0.0
C 6.989572 -0.225482 -0.052192 0.0 0.1 -0.1
C 6.344134 -1.578954 0.131027 -0.1 0.0 -0.1
C 5.676816 -2.089529 -1.150077 0.0 0.0 0.0
N 4.467063 -1.339477 -1.422296 0.0 0.0 0.1
C 4.257178 -0.335862 -2.334053 0.1 0.1 0.0
C 2.988393 0.108741 -2.116784 0.1 0.0 -0.1
N 2.414656 -0.606399 -1.095197 -0.1 0.0 0.1
C 3.334757 -1.450311 -0.701884 -0.1 -0.2 0.1
O 7.291576 -2.553743 0.508950 0.0 -0.1 -0.2
C 7.593882 -2.483962 1.894707 0.2 0.0 0.1
C 6.376151 -2.768370 2.720094 0.0 0.1 0.1
C 5.823032 -1.929873 3.640295 0.1 0.0 0.0
Cl 6.395687 -0.375649 4.101321 0.1 0.0 0.1
S 4.383407 -2.548636 4.337426 0.1 -0.2 -0.1
C 4.471805 -3.946480 3.351213 0.1 0.0 0.0
C 5.572673 -3.937611 2.557276 0.0 0.0 0.1
C 6.397235 0.964164 0.354021 0.0 0.0 0.1
Cl 4.870942 0.961893 1.187351 0.0 0.0 -0.1
C 7.014373 2.191126 0.158513 0.1 0.0 -0.1
H 9.842858 1.103028 -1.355168 0.0 0.0 0.0
H 8.718149 -1.070409 -0.971743 0.0 0.0 0.0
H 5.566888 -1.502917 0.900876 0.0 0.0 -0.1
H 5.418456 -3.140689 -1.010359 0.0 0.0 0.0
H 6.345983 -2.012128 -2.007572 0.0 0.0 0.0
H 5.014559 -0.043102 -3.036107 0.1 0.0 -0.1
H 2.450830 0.875510 -2.642473 -0.1 0.1 -0.1
H 3.233951 -2.162212 0.100076 0.0 -0.1 0.1
H 8.006643 -1.500208 2.145227 0.0 -0.1 0.0
H 8.369088 -3.233579 2.059211 0.0 0.0 0.0
H 3.706065 -4.698100 3.420394 -0.1 -0.1 0.0
H 5.816846 -4.726510 1.864463 0.0 -0.1 -0.1
H 6.540306 3.099588 0.494927 0.0 0.1 0.0
```
Positions in Å, forces in eV/Å.

Values from the calculation:
**HOMO-LUMO gap**: 6.095 eV
**E_tot**: -4017.83170 a.u.
**E_HOMO**: -6.041 eV

---

# 3
This record from the Open Molecules 2025 dataset describes C32H48CaO24 as an isolated structure. The level of theory is wB97M-V/def2-TZVPD.

Geometry as XYZ:
```
105
Properties=species:S:1:pos:R:3:forces:R:3
Ca 19.170043 -6.926550 17.620832 -0.3 1.3 -0.8
C 19.321508 -2.997829 12.463732 0.1 0.0 1.5
C 20.008650 -2.687119 13.835582 -0.3 2.0 -3.5
C 19.268881 -1.643797 14.670907 -0.4 -0.3 0.1
O 19.077100 -2.361042 15.931906 0.8 -0.7 -0.8
C 19.571867 -3.631680 15.756807 -1.7 -0.5 4.4
O 19.511697 -4.500965 16.622189 0.0 1.4 -1.1
O 20.100808 -3.825220 14.612344 0.9 -1.2 -1.3
H 20.009078 -3.664706 11.943524 -0.3 0.0 -0.4
H 19.096113 -2.086278 11.910228 0.4 0.0 -0.1
H 18.357793 -3.463471 12.669935 0.1 -0.2 -0.1
H 21.004949 -2.356232 13.542318 0.2 0.0 0.5
H 18.303989 -1.353865 14.254948 -0.3 -0.5 0.1
H 19.781386 -0.684787 14.746594 0.4 -0.3 0.7
C 17.985836 -8.726000 11.564500 -0.7 0.3 -0.9
C 18.375152 -7.478119 12.323444 0.8 -0.7 -0.6
C 17.558729 -6.227247 12.082731 1.3 0.4 -1.3
O 17.483215 -5.677771 13.390324 -1.2 1.5 0.3
C 17.779087 -6.573342 14.309075 0.1 -1.0 0.8
O 17.675821 -6.482480 15.515092 0.2 0.4 -1.1
O 18.202645 -7.675732 13.698756 -0.2 -1.3 1.9
H 18.165685 -8.615834 10.495108 0.3 0.3 -0.1
H 16.900652 -8.824495 11.592496 -0.1 -0.3 0.4
H 18.459526 -9.670502 11.832150 0.1 0.3 0.5
H 19.438893 -7.249184 12.259057 0.1 0.0 -0.6
H 16.632676 -6.338442 11.518694 -0.5 -0.2 0.8
H 18.156193 -5.543319 11.479926 -0.1 0.2 0.1
C 22.740796 -5.785991 12.326321 1.0 -0.8 1.0
C 22.668779 -7.174742 13.119000 1.4 2.4 -2.5
C 23.679792 -7.357322 14.275720 0.7 1.6 -2.3
O 22.831092 -7.477966 15.340722 2.6 -1.3 3.0
C 21.621745 -7.340298 15.035185 -3.9 1.1 0.7
O 20.762918 -7.248171 15.878398 -0.6 -0.4 0.1
O 21.398497 -7.165932 13.750398 0.0 -1.1 -0.4
H 23.759680 -5.628916 11.972356 0.1 -0.3 -0.4
H 22.606810 -4.921905 12.977086 -0.4 -0.2 0.4
H 22.056667 -5.689057 11.483304 0.0 -0.4 0.1
H 22.893562 -7.947189 12.383537 -1.1 -0.4 0.1
H 24.220155 -6.419140 14.401905 0.4 -0.1 0.0
H 24.388229 -8.176009 14.149362 -0.3 -0.1 0.2
C 25.483606 -6.741204 17.245184 -0.2 -0.5 -0.3
C 24.635324 -5.758713 18.056618 2.5 -0.3 -0.2
C 24.029137 -4.647023 17.225356 0.8 0.0 0.1
O 22.625595 -4.724138 17.528447 0.1 -0.5 0.7
C 22.402310 -5.773177 18.364452 -2.5 -0.7 -0.1
O 21.223152 -6.102985 18.709111 4.5 0.7 -0.9
O 23.566266 -6.396334 18.689049 -3.5 -0.2 0.1
H 24.830281 -7.369565 16.639861 -0.1 -0.1 0.2
H 26.119305 -7.394504 17.842835 -0.2 0.1 0.2
H 26.149035 -6.284791 16.512401 0.0 0.6 0.3
H 25.234650 -5.403190 18.894780 0.2 0.5 -0.2
H 24.233398 -4.750111 16.159638 -0.6 -0.4 -0.1
H 24.557494 -3.732350 17.494264 -0.9 0.5 0.3
C 17.918684 -12.355882 13.742202 -0.5 0.7 -0.3
C 17.302960 -11.205138 14.520116 -0.9 -1.7 0.9
C 16.435252 -11.600480 15.798664 1.7 -0.6 -1.1
O 17.082182 -10.858495 16.827483 0.9 1.7 0.8
C 18.150516 -10.120292 16.331742 -0.7 1.4 2.3
O 18.731933 -9.228490 16.973728 -1.1 -2.9 -1.4
O 18.398611 -10.487954 15.125570 0.4 0.8 -1.4
H 18.398145 -13.129520 14.341942 -0.1 0.1 0.1
H 18.652514 -11.878051 13.093143 0.1 -0.3 -0.1
H 17.139318 -12.768535 13.101572 0.1 -0.3 0.0
H 16.697475 -10.610311 13.836257 0.5 0.6 0.2
H 16.628383 -12.654023 16.000759 -0.3 -0.1 0.1
H 15.361583 -11.413175 15.783020 0.2 0.3 -0.2
C 18.101041 -0.801081 20.310724 0.3 -0.2 0.4
C 18.944459 -2.069958 20.606229 0.1 1.8 1.0
C 18.587801 -2.874054 21.862471 -0.3 0.0 -0.6
O 18.542729 -4.213091 21.354512 -0.5 -1.0 -1.6
C 18.558335 -4.203471 19.988753 0.6 -2.7 -0.5
O 18.494545 -5.259464 19.289199 -0.2 3.5 2.4
O 18.758121 -2.969333 19.552205 -0.5 -1.9 -1.5
H 17.039437 -1.035757 20.233035 0.0 -0.3 0.1
H 18.355611 -0.284829 19.385098 0.4 -0.4 0.0
H 18.186832 -0.050701 21.096642 0.2 -0.2 0.2
H 20.016326 -1.908402 20.720729 0.1 0.6 -0.6
H 17.594351 -2.593311 22.212229 0.2 -0.2 0.5
H 19.388757 -2.896330 22.601431 -0.5 0.5 0.2
C 13.872764 -9.486331 21.150877 1.0 0.1 -1.4
C 14.306923 -9.186328 19.675502 -1.5 -0.1 0.3
C 13.591111 -7.996534 19.042574 -1.0 -1.7 0.9
O 14.643363 -7.361332 18.388123 -0.9 2.5 -2.1
C 15.802252 -7.920700 18.581189 1.6 1.8 -2.1
O 16.833816 -7.651390 17.968251 -1.9 -0.3 1.6
O 15.652147 -8.794099 19.506267 2.8 -2.5 3.0
H 13.794696 -8.592093 21.769217 0.2 0.2 -0.3
H 14.660862 -10.111094 21.571202 -0.3 -0.3 0.3
H 12.895534 -9.968719 21.171389 0.2 -0.2 -0.1
H 14.248593 -9.996902 18.949095 -0.6 -0.7 0.7
H 13.068567 -7.460870 19.835106 0.4 0.9 -0.4
H 12.848863 -8.393121 18.349827 0.0 0.5 -0.2
C 18.351754 -12.681229 20.785121 -0.2 -0.1 -0.5
C 17.987769 -11.196592 20.779672 1.7 -2.3 0.3
C 18.127309 -10.519998 22.119062 -1.1 1.5 -1.4
O 18.573271 -9.264356 21.708832 0.6 1.3 0.7
C 18.839285 -9.192427 20.359055 0.4 4.4 -1.5
O 19.015562 -8.175750 19.695624 -0.3 -3.9 3.1
O 18.795056 -10.441657 19.928431 -0.4 -1.3 -0.9
H 19.410089 -12.896411 20.932471 0.1 0.5 0.0
H 18.061840 -13.149148 19.844322 -0.2 -0.1 0.2
H 17.821158 -13.114688 21.632868 -0.2 -0.2 -0.2
H 16.954219 -11.097557 20.447896 -0.8 0.2 -0.3
H 18.808447 -11.105469 22.736630 0.7 0.0 0.3
H 17.214129 -10.332460 22.683881 -0.1 -0.2 0.4
```
Positions in Å, forces in eV/Å.

Values from the calculation:
**HOMO-LUMO gap (spin up / spin down)**: 9.973 / 2.645 eV
**E_tot**: -3730.79046 a.u.
**E_HOMO (spin up / spin down)**: -16.711 / -16.711 eV
**Charge**: +3
**2S+1**: 2